The following is a quantum chemistry calculation of a structure of composition C44H35CoFN6O3S2, from OMol25.

XYZ file:
```
92
Properties=species:S:1:pos:R:3:forces:R:3:mulliken_charge:R:1
Co 0.060 0.042 -0.149 0.4 0.7 0.7 0.55
C -6.511 -0.517 -3.422 0.1 0.0 0.0 -1.76
C -6.655 -0.083 -1.968 0.0 0.0 -0.1 0.51
C -7.533 1.155 -1.872 0.1 0.1 0.1 -1.01
C -7.686 1.586 -0.422 0.1 0.0 -0.1 -1.11
C -6.323 1.847 0.161 -0.2 0.0 -0.1 1.13
C -6.143 2.789 1.145 0.0 0.1 0.1 -0.80
C -4.867 3.050 1.629 0.0 0.0 0.0 0.07
F -4.728 3.985 2.590 0.0 0.1 0.1 -0.40
C -3.768 2.391 1.167 0.2 0.1 0.1 -0.67
C -3.936 1.406 0.194 -0.2 -0.1 -0.2 0.82
C -2.765 0.635 -0.241 -0.6 -0.1 -0.4 0.77
O -1.675 0.905 0.251 0.4 0.3 0.5 -0.20
C -3.012 -0.390 -1.202 0.1 -0.1 -0.1 0.35
C -4.270 -0.550 -1.685 0.0 0.0 0.0 -0.81
N -5.341 0.189 -1.338 -0.3 0.0 0.0 0.37
C -5.207 1.148 -0.332 0.1 -0.1 0.0 -0.88
C -1.964 -1.352 -1.733 0.0 0.2 0.0 -0.26
O -2.341 -2.205 -2.537 0.0 0.0 0.1 -0.85
O -0.776 -1.240 -1.286 -0.1 -0.4 -0.3 -0.15
H -7.496 -0.501 -3.891 0.0 0.0 0.0 0.44
H -6.115 -1.526 -3.525 0.0 0.0 0.0 0.51
H -5.857 0.169 -3.963 0.0 0.0 0.0 0.37
H -7.145 -0.887 -1.407 0.0 0.0 0.1 0.11
H -8.502 0.928 -2.316 0.0 0.0 0.0 0.40
H -7.074 1.964 -2.450 0.0 0.0 0.0 0.33
H -8.197 0.797 0.137 0.0 0.0 0.0 0.32
H -8.297 2.486 -0.345 0.0 0.0 0.0 0.43
H -6.993 3.336 1.537 0.1 0.0 0.0 0.48
H -2.772 2.603 1.538 -0.1 -0.1 0.0 0.70
H -4.416 -1.338 -2.409 0.0 0.0 0.0 0.64
C 0.134 -2.883 6.190 0.0 -0.1 0.0 -1.62
C 0.516 -3.952 5.203 0.0 0.0 0.1 1.01
C 0.734 -5.264 5.605 0.0 0.0 0.0 -0.64
C 1.082 -6.256 4.699 0.0 0.0 0.0 -0.70
C 1.206 -5.933 3.357 0.0 0.0 0.0 -1.14
C 0.986 -4.632 2.926 0.0 0.0 0.0 -0.32
C 0.648 -3.636 3.843 0.0 0.0 -0.1 0.28
N 0.407 -2.303 3.457 0.0 -0.1 0.0 -0.16
C 0.632 -1.779 2.177 -0.2 -0.3 0.1 0.02
N 1.861 -2.004 1.703 0.2 0.1 0.0 0.24
C 2.455 -1.596 0.479 -0.1 -0.1 0.0 0.56
C 1.805 -0.757 -0.418 -0.2 0.3 -0.4 0.07
C 2.511 -0.456 -1.589 0.2 -0.2 0.0 -0.47
C 3.792 -0.930 -1.830 -0.1 0.0 0.1 -1.24
C 4.418 -1.739 -0.892 0.0 0.0 -0.1 -0.79
C 3.753 -2.091 0.268 0.1 -0.1 0.1 1.39
C 4.434 -2.972 1.290 0.0 0.0 -0.1 -1.53
N -0.285 -1.127 1.550 0.3 0.6 -0.7 0.43
C -1.558 -0.983 2.164 -0.1 -0.2 0.2 -1.03
C -1.785 0.075 3.041 0.0 0.0 0.1 0.20
C -3.040 0.263 3.605 0.0 -0.1 0.0 -1.03
C -4.078 -0.599 3.276 0.0 0.0 0.0 -0.84
C -3.841 -1.661 2.414 0.0 0.0 0.0 -1.02
C -2.581 -1.888 1.862 0.1 -0.1 0.0 1.37
C -2.307 -3.088 0.996 -0.1 0.0 0.1 -1.61
H 0.212 -3.258 7.210 0.0 0.0 0.0 0.41
H -0.897 -2.546 6.036 0.0 0.0 0.0 0.29
H 0.781 -2.007 6.091 0.0 0.0 0.0 0.35
H 0.636 -5.508 6.658 0.0 0.0 0.0 0.36
H 1.246 -7.272 5.038 0.0 0.0 0.0 0.38
H 1.464 -6.695 2.632 0.0 0.0 0.0 0.41
H 1.054 -4.393 1.873 0.0 0.0 0.0 0.63
H -0.350 -1.844 3.939 -0.1 0.0 0.0 0.54
H 2.466 -2.491 2.339 0.0 0.1 0.1 0.31
H 2.053 0.175 -2.333 0.0 0.0 0.0 0.42
H 4.306 -0.656 -2.745 0.0 0.0 0.0 0.40
H 5.428 -2.099 -1.060 0.0 0.0 0.0 0.30
H 5.417 -3.268 0.926 0.0 0.0 0.0 0.38
H 3.869 -3.889 1.492 0.0 0.0 0.0 0.28
H 4.585 -2.450 2.243 0.0 0.0 0.0 0.36
H -0.971 0.766 3.239 0.0 0.0 -0.1 0.48
H -3.210 1.096 4.278 0.0 0.0 0.0 0.49
H -5.071 -0.437 3.682 0.0 0.0 0.0 0.44
H -4.651 -2.338 2.158 0.0 0.0 0.0 0.45
H -3.238 -3.537 0.648 0.0 0.0 0.0 0.43
H -1.758 -3.846 1.565 0.0 0.0 0.0 0.18
H -1.696 -2.827 0.135 0.0 -0.1 0.0 0.28
S 1.068 1.566 1.207 -0.2 -0.3 -0.1 -0.53
C 1.084 3.023 0.262 0.1 0.1 0.3 0.71
C 1.525 4.210 0.852 0.0 0.0 0.1 -1.00
C 1.625 5.397 0.142 0.1 0.1 0.2 0.37
C 2.070 6.595 0.805 -0.1 -0.2 -0.1 -0.13
N 2.416 7.544 1.355 0.0 0.0 0.0 -0.60
C 1.282 5.407 -1.215 0.0 0.1 -0.2 0.52
C 0.816 4.238 -1.799 -0.1 -0.1 -0.1 -0.99
C 0.691 3.040 -1.086 -0.1 0.2 -0.3 0.69
S 0.069 1.633 -1.897 0.2 -0.6 0.5 -0.66
C 1.421 6.600 -2.007 0.0 -0.2 0.1 -0.13
N 1.540 7.544 -2.654 0.0 0.0 0.0 -0.59
H 1.801 4.200 1.900 0.0 0.0 0.0 0.46
H 0.538 4.243 -2.846 0.0 0.0 0.0 0.48
```
Forces are in eV/Å.

Output
E_LUMO	1.93	eV
highest occupied orbital energy	-4.232	eV
net charge	-1
relative energy (zero: lowest compared OMol25 entry of this formula, charge and spin)	0.0	kcal/mol
2S+1	1

=====

The following is a quantum chemistry calculation of a structure of composition C44H36BrNO2P2STi, from OMol25.

XYZ file:
```
88
Properties=species:S:1:pos:R:3:forces:R:3:mulliken_charge:R:1
Ti 1.023 -0.263 0.441 -0.2 -0.3 0.4 0.20
O 1.188 -1.943 6.245 0.9 1.0 0.4 -0.53
C 1.257 -1.608 4.929 0.6 -1.2 -0.7 1.05
C 2.350 -0.926 4.325 -0.9 -0.1 1.6 -1.00
C 2.513 -1.026 2.968 0.1 0.2 -0.8 -0.38
N 1.553 -1.533 2.162 -0.5 0.1 1.9 0.10
C 0.455 -2.064 2.765 1.6 -0.1 -2.0 0.27
Br -0.647 -2.686 1.316 -0.7 -0.5 1.4 0.09
C 0.303 -2.253 4.111 -0.2 0.1 0.4 -0.67
H 1.990 -1.647 6.747 -1.0 -0.2 -0.8 0.35
H 2.993 -0.305 4.959 0.1 -0.6 -0.3 0.33
H 3.411 -0.669 2.436 -0.7 0.0 0.4 0.47
H -0.469 -2.923 4.508 0.3 0.6 -0.1 0.46
C -1.038 3.399 -4.163 0.8 -0.6 -0.8 -1.69
C 0.030 3.159 -3.062 -0.1 0.3 -0.4 1.85
C 1.105 4.291 -3.139 -0.9 0.1 0.6 -1.60
C 0.647 1.793 -3.326 0.2 -0.7 -0.1 0.76
C 1.217 1.488 -4.599 -1.0 0.9 1.1 -0.81
C 1.507 0.194 -4.924 0.5 -1.1 -1.0 -1.51
C 1.370 -0.845 -3.999 0.0 0.8 0.5 -0.45
C 1.011 -0.579 -2.681 -0.8 1.7 -1.2 -0.25
P 1.004 -1.904 -1.474 -0.4 1.4 0.6 1.89
C -0.492 -2.827 -1.946 -0.4 -0.6 -0.3 0.27
C -0.541 -4.202 -1.757 -0.4 -0.1 0.1 -0.10
C -1.768 -4.867 -1.843 0.5 -0.8 0.3 -0.73
C -2.951 -4.192 -2.073 -0.2 -0.4 0.2 -0.63
C -2.907 -2.814 -2.235 -1.0 0.2 0.1 -0.48
C -1.709 -2.156 -2.217 1.5 0.7 0.2 -0.43
C 2.442 -2.810 -2.020 0.6 -0.7 -1.0 0.40
C 3.731 -2.545 -1.531 0.0 0.7 1.2 -0.38
C 4.831 -3.305 -1.889 0.1 0.4 0.1 -0.75
C 4.674 -4.266 -2.858 0.1 -0.8 -0.1 -0.46
C 3.421 -4.516 -3.408 -0.3 0.1 -1.0 -1.16
C 2.306 -3.753 -3.059 1.7 -0.3 1.1 -0.37
C 0.580 0.756 -2.407 0.1 -0.2 1.0 -0.28
O 0.073 0.972 -1.067 -0.1 1.1 -1.4 0.93
C -0.556 2.216 -0.752 0.4 -1.2 -0.7 -0.01
C -1.129 2.291 0.519 -0.9 1.4 -0.7 -0.77
C -2.032 3.358 0.759 0.9 0.2 -1.0 -0.09
C -2.234 4.344 -0.208 0.2 -0.1 -0.1 -1.55
C -1.498 4.307 -1.410 -0.2 -0.9 0.7 -0.82
C -0.679 3.208 -1.724 -0.1 0.3 0.7 0.83
P -0.760 1.126 1.808 0.3 -1.4 -1.5 1.65
C -0.244 2.150 3.172 -0.4 0.8 1.8 0.45
C 1.022 2.772 3.130 -0.2 -0.7 -0.7 -0.64
C 1.557 3.336 4.258 0.6 1.3 0.6 -0.62
C 0.802 3.434 5.424 -0.1 -0.6 0.8 -0.51
C -0.465 2.859 5.501 -0.5 0.0 -0.8 -0.85
C -1.026 2.269 4.350 1.2 0.4 -0.4 -0.38
C -2.383 0.371 2.150 -0.6 0.4 0.5 0.35
C -2.540 -0.327 3.352 -0.6 -0.2 -0.1 -0.47
C -3.716 -1.022 3.628 -0.2 0.3 0.0 -0.93
C -4.759 -0.966 2.699 -0.2 -1.1 1.1 -0.69
C -4.598 -0.332 1.486 -0.3 -0.2 -0.7 -0.61
C -3.439 0.357 1.213 1.3 0.5 -0.3 -0.58
H -0.511 3.326 -5.131 -0.4 0.2 0.2 0.47
H -1.503 4.370 -4.124 -0.1 0.3 0.2 0.42
H -1.814 2.627 -4.173 0.1 0.1 0.2 0.34
H 1.650 4.274 -4.082 0.1 -0.1 0.0 0.37
H 1.786 4.200 -2.277 -0.1 0.1 -0.5 0.36
H 0.558 5.259 -3.086 0.5 -0.5 0.1 0.38
H 1.275 2.324 -5.301 0.2 -0.5 0.0 0.34
H 1.864 -0.110 -5.925 -0.2 0.6 0.5 0.36
H 1.572 -1.866 -4.287 0.2 0.2 -0.1 0.41
H 0.363 -4.754 -1.497 -0.3 0.1 -0.1 0.42
H -1.755 -5.944 -1.638 -0.2 0.4 -0.2 0.34
H -3.912 -4.723 -2.067 0.5 0.2 0.0 0.36
H -3.849 -2.253 -2.279 0.5 -0.2 -0.3 0.38
H -1.630 -1.075 -2.367 -0.3 -0.2 0.1 0.19
H 3.956 -1.714 -0.832 -0.8 -0.5 -0.3 0.01
H 5.792 -3.119 -1.384 -0.5 -0.1 -0.5 0.41
H 5.534 -4.844 -3.172 -0.1 -0.1 -0.1 0.37
H 3.302 -5.261 -4.208 0.2 0.3 0.4 0.35
H 1.389 -3.904 -3.572 -0.7 -0.2 -0.1 0.62
H -2.524 3.457 1.714 -0.1 -0.2 0.2 0.52
H -2.977 5.126 -0.004 0.5 -0.2 -0.2 0.36
H -1.584 5.079 -2.155 -0.2 0.3 0.1 0.38
H 1.593 2.816 2.201 -0.1 -0.5 0.1 0.22
H 2.567 3.807 4.252 -0.9 -0.5 -0.2 0.38
H 1.225 3.917 6.308 -0.1 -0.2 -0.3 0.37
H -1.071 2.870 6.407 0.3 0.3 -0.1 0.41
H -2.066 1.971 4.315 0.1 -0.3 0.3 0.60
H -1.782 -0.272 4.109 0.4 -0.2 0.1 0.77
H -3.834 -1.589 4.569 0.1 0.5 -0.6 0.40
H -5.690 -1.482 2.963 0.3 0.2 -0.4 0.35
H -5.338 -0.450 0.692 0.0 0.3 0.4 0.39
H -3.299 0.896 0.257 -0.2 -0.5 0.6 0.26
S 2.927 0.663 0.184 1.1 0.7 -0.1 -0.89
```
Forces are in eV/Å.

Output
E_LUMO (spin up / spin down)	0.28 / 0.27	eV
highest occupied orbital energy (spin up / spin down)	-4.018 / -6.834	eV
net charge	0
⟨S²⟩	2.02
2S+1	3